1.
# C24H42N6OP2PtS2

A molecular structure, C24H42N6OP2PtS2 in a non-equilibrium geometry (ωB97M-V/def2-TZVPD, the Open Molecules 2025 dataset).

Element x y z (Å)
Pt  -0.6847  0.4529  -0.2293
O  -1.3194  -2.1312  -1.3213
S  -1.7655  -1.2359  -2.4458
N  -1.6128  0.2079  -2.0118
C  2.5332  -2.4120  -2.5085
N  1.6329  -3.4171  -3.0065
C  1.7558  -4.7733  -2.8991
C  0.6978  -5.3381  -3.5359
N  -0.0646  -4.3140  -4.0242
C  0.5155  -3.1385  -3.7036
S  0.0115  -1.5843  -4.1408
H  3.4108  -2.8892  -2.0810
H  2.0291  -1.8081  -1.7516
H  2.8358  -1.7520  -3.3228
H  2.5801  -5.2347  -2.3937
H  0.4487  -6.3699  -3.6790
H  -0.8982  -4.4078  -4.5856
C  3.7613  2.2767  1.1950
C  2.5723  1.3233  1.1936
C  2.0651  1.0866  2.6133
C  2.9787  -0.0138  0.5669
P  1.1313  1.8968  0.1021
C  1.9007  2.3119  -1.4933
C  2.7809  3.3776  -1.6717
C  3.3066  3.6358  -2.9247
C  2.9681  2.8402  -4.0083
C  2.0901  1.7806  -3.8393
C  1.5693  1.5142  -2.5867
C  0.1656  3.4361  0.6496
C  -0.7192  3.7222  -0.5681
C  0.9947  4.6584  1.0253
C  -0.7399  3.0440  1.8214
H  4.5215  1.9009  1.8790
H  3.4822  3.2711  1.5316
H  4.2119  2.3484  0.2076
H  2.8025  0.5167  3.1791
H  1.1282  0.5192  2.6000
H  1.9049  2.0262  3.1358
H  3.7759  -0.4759  1.1449
H  3.3462  0.1335  -0.4473
H  2.1251  -0.6981  0.5407
H  3.0514  4.0112  -0.8425
H  3.9832  4.4656  -3.0530
H  3.3770  3.0542  -4.9830
H  1.8115  1.1658  -4.6800
H  0.8662  0.6956  -2.4518
H  -0.1212  4.0436  -1.4188
H  -1.4416  4.5040  -0.3424
H  -1.2764  2.8195  -0.8639
H  1.5384  5.0548  0.1723
H  1.6902  4.4346  1.8302
H  0.3267  5.4438  1.3793
H  -1.3108  2.1394  1.5752
H  -1.4497  3.8455  2.0142
H  -0.1774  2.8715  2.7351
C  -3.0586  -2.5840  3.6753
N  -2.8112  -3.2496  2.3241
C  -4.1244  -3.2207  1.5362
N  -4.6493  -1.9136  1.4649
C  -4.8558  -1.3453  2.7854
N  -3.6010  -1.2904  3.5142
C  -2.6658  -0.3254  2.9711
P  -2.1479  -0.7612  1.2214
C  -1.7409  -2.5570  1.5827
C  -3.8908  -1.0345  0.5983
H  -2.1092  -2.5422  4.2145
H  -3.7597  -3.2135  4.2331
H  -2.5445  -4.2272  2.4741
H  -4.8188  -3.8874  2.0553
H  -3.9262  -3.6037  0.5302
H  -5.5620  -1.9676  3.3411
H  -5.2796  -0.3453  2.6962
H  -1.7817  -0.2759  3.6135
H  -3.1292  0.6649  2.9809
H  -0.8126  -2.6053  2.1593
H  -1.5690  -3.0389  0.6161
H  -3.8605  -1.4464  -0.4143
H  -4.3989  -0.0663  0.5497

Summary:
<S²>: 2.03
Charge: +2
E (a.u.): -2941.321486
Molecular weight (g mol⁻¹): 751.8
2S+1: 3
Lowest unoccupied orbital energy (spin up / spin down) (eV): -4.93 / -7.57
Kohn-Sham gap (spin up / spin down) (eV): 8.032 / 5.365

List of Löwdin charges in e, atom by atom: Pt 0.6526; O -0.6642; S 0.5627; N -0.5397; C -0.0078; N -0.1025; C -0.0126; C -0.0290; N 0.1104; C -0.7228; S 0.7377; H 0.1075; H 0.0802; H 0.0992; H 0.1361; H 0.1317; H 0.1754; C -0.0679; C -0.6776; C -0.0923; C -0.1138; P 0.9920; C -0.3599; C -0.0896; C -0.0483; C -0.0493; C -0.0636; C -0.1236; C -0.6786; C -0.0955; C -0.0615; C -0.1130; H 0.1007; H 0.0725; H 0.0775; H 0.0947; H 0.0565; H 0.0785; H 0.0964; H 0.0771; H 0.0513; H 0.0938; H 0.1165; H 0.1150; H 0.0987; H 0.0218; H 0.0855; H 0.1004; H 0.0448; H 0.0749; H 0.0736; H 0.0994; H 0.0091; H 0.0959; H 0.0728; C -0.1057; N -0.0661; C -0.0963; N -0.1455; C -0.1394; N -0.1485; C -0.2761; P 0.9070; C -0.2386; C -0.2736; H 0.1517; H 0.1554; H 0.1930; H 0.1549; H 0.1554; H 0.1483; H 0.1474; H 0.1035; H 0.1069; H 0.1136; H 0.0763; H 0.0822; H 0.1146

=====

2.
# C55H32BrCoF15GeN7OPS2

A molecular structure, C55H32BrCoF15GeN7OPS2 in a non-equilibrium geometry (ωB97M-V/def2-TZVPD, the Open Molecules 2025 dataset).

Element x y z (Å)
Co  0.5232  1.6020  -0.8903
Br  3.1343  1.3968  -7.6960
C  2.2552  1.7530  -6.0509
C  0.9741  2.3432  -6.0583
C  0.3152  2.5852  -4.8864
C  0.8851  2.2422  -3.6278
O  0.2311  2.4771  -2.5546
C  2.1938  1.6715  -3.6460
C  2.8892  1.2999  -2.4546
N  2.4087  1.3563  -1.2838
C  3.1768  0.9849  -0.1406
C  4.5303  0.8825  -0.0625
C  5.1530  0.4712  1.1389
C  4.4150  0.1797  2.2446
C  3.0082  0.2972  2.1980
C  2.1607  0.0209  3.2990
C  0.8238  0.1542  3.1576
C  0.2909  0.5879  1.9194
N  1.0300  0.8654  0.8869
C  2.3984  0.7094  1.0058
C  2.8525  1.4366  -4.8761
H  0.5099  2.5967  -7.0056
H  -0.6830  3.0129  -4.8813
H  3.9017  0.9117  -2.5830
H  5.1448  1.1341  -0.9202
H  6.2331  0.3848  1.1759
H  4.8946  -0.1334  3.1667
H  2.5937  -0.3044  4.2415
H  0.1447  -0.0594  3.9741
H  -0.7795  0.6843  1.7983
H  3.8458  0.9940  -4.8740
N  -0.8588  3.7421  0.8215
P  0.7437  3.8428  0.2012
C  0.7598  5.5679  -0.3934
C  0.7398  6.6652  0.4718
C  0.6947  7.9556  -0.0379
C  0.6750  8.1586  -1.4147
C  0.7049  7.0727  -2.2806
C  0.7492  5.7781  -1.7722
C  1.7572  3.9724  1.7146
C  3.1367  4.1189  1.5253
C  3.9985  4.1525  2.6113
C  3.4912  4.0395  3.9043
C  2.1261  3.8960  4.1011
C  1.2606  3.8574  3.0082
C  -1.8048  2.8258  0.3814
C  -3.1365  2.9632  0.7704
C  -4.0556  2.0257  0.3515
C  -3.6453  0.9731  -0.4533
C  -2.3176  0.9056  -0.8036
N  -1.4002  1.8092  -0.3964
H  -1.2446  4.5379  1.2986
H  0.7781  6.5114  1.5462
H  0.6849  8.8055  0.6372
H  0.6392  9.1675  -1.8114
H  0.6953  7.2325  -3.3540
H  0.7649  4.9213  -2.4403
H  3.5326  4.2035  0.5151
H  5.0671  4.2573  2.4535
H  4.1633  4.0586  4.7552
H  1.7287  3.8090  5.1081
H  0.1960  3.7171  3.1677
H  -3.4281  3.8010  1.3938
H  -5.0931  2.1147  0.6556
H  -4.3336  0.2107  -0.7976
H  -1.9431  0.1056  -1.4206
F  -3.4564  -3.2665  -0.9620
C  -4.1797  -3.3654  0.1593
C  -3.5770  -3.6634  1.3726
C  -4.4216  -3.7955  2.4599
F  -3.9510  -4.1300  3.6707
C  -5.7849  -3.6125  2.3651
F  -6.5760  -3.7539  3.4313
C  -6.3386  -3.2815  1.1490
F  -7.6507  -3.0882  1.0483
C  -5.5376  -3.1628  0.0343
F  -6.0864  -2.8555  -1.1441
Ge  -1.5928  -3.6736  1.4253
S  -0.7961  -1.8745  0.6774
C  -0.9877  -3.8531  3.3163
C  -1.3335  -2.8416  4.2025
F  -2.2441  -1.9171  3.8735
C  -0.7543  -2.7065  5.4433
F  -1.0978  -1.7050  6.2621
C  0.2120  -3.6067  5.8387
F  0.7846  -3.4857  7.0344
C  0.5858  -4.6256  4.9949
F  1.5251  -5.4905  5.3820
C  -0.0092  -4.7282  3.7527
F  0.4347  -5.7282  2.9784
C  -1.1660  -5.3872  0.5242
C  -1.8190  -6.5481  0.9066
F  -2.7030  -6.5338  1.9183
C  -1.5822  -7.7681  0.3117
F  -2.2256  -8.8670  0.7048
C  -0.6543  -7.8489  -0.7039
F  -0.4111  -9.0164  -1.2907
C  0.0264  -6.7227  -1.1072
F  0.9307  -6.8137  -2.0856
C  -0.2344  -5.5164  -0.4931
F  0.4776  -4.4698  -0.9334
C  -1.9666  -2.3759  -5.5473
C  -0.8234  -1.3519  -5.4720
C  -0.2155  -1.2653  -4.1034
N  -0.4551  -0.3339  -3.2501
N  0.1993  -0.4910  -2.0277
C  0.8727  -1.6056  -1.9844
N  1.5621  -2.0428  -0.8875
S  0.8438  -2.4940  -3.4686
H  -2.3367  -2.4695  -6.5708
H  -2.7933  -2.0701  -4.9048
H  -1.6340  -3.3633  -5.2166
H  -1.1874  -0.3538  -5.7150
H  -0.0476  -1.6073  -6.1965
H  1.1109  -1.7623  -0.0194
H  1.7831  -3.0239  -0.8854

Summary:
<S²>: 0.76
E (a.u.): -11243.140936
Molecular weight (g mol⁻¹): 1398.4
2S+1: 2
Lowest unoccupied orbital energy (spin up / spin down) (eV): -0.74 / -0.73
Kohn-Sham gap (spin up / spin down) (eV): 6.918 / 6.914
Energy above the lowest of the compared OMol25 structures with the same formula, charge and spin (kcal/mol): 0.0

Löwdin population analysis, charges in e, atoms 1 to 99: Co 0.3830; Br 0.7079; C -0.7052; C -0.1167; C -0.0072; C -0.3686; O -0.1407; C -0.1281; C -0.0603; N 0.0377; C -0.1862; C -0.0053; C -0.0603; C -0.0264; C -0.1413; C 0.0101; C -0.0331; C -0.1907; N 0.0397; C -0.1521; C -0.0971; H 0.1031; H 0.1219; H 0.1328; H 0.1120; H 0.1090; H 0.1189; H 0.1273; H 0.1112; H 0.0883; H 0.1106; N -0.0859; P 1.0882; C -0.3322; C -0.0884; C -0.0809; C -0.0823; C -0.0734; C -0.0778; C -0.3637; C -0.0997; C -0.0762; C -0.0837; C -0.0800; C -0.0982; C -0.3493; C -0.0144; C -0.0539; C -0.0478; C -0.1057; N 0.0453; H 0.1033; H 0.1040; H 0.1048; H 0.1045; H 0.1068; H 0.0903; H 0.1122; H 0.1067; H 0.1037; H 0.1062; H 0.0978; H 0.1131; H 0.1140; H 0.1092; H 0.0724; F 0.0790; C -0.2389; C -0.1246; C -0.2183; F 0.0991; C -0.1423; F 0.1239; C -0.1397; F 0.1325; C -0.1476; F 0.1177; Ge 0.6368; S 0.4166; C -0.1224; C -0.2594; F 0.0837; C -0.1507; F 0.1144; C -0.1404; F 0.1305; C -0.1458; F 0.1234; C -0.2118; F 0.0986; C -0.1167; C -0.2225; F 0.1005; C -0.1414; F 0.1292; C -0.1351; F 0.1372; C -0.1400; F 0.1219

=====

Question: What is the formula in the first record?
Answer: C24H42N6OP2PtS2